Record 1
Computed, not measured: a cluster of 10 separate species, C48H126N10O14 in total in a non-equilibrium geometry, with wB97M-V/def2-TZVPD.

Computed properties:
2S+1 = 1
Frontier orbital gap = 8.9243 eV
HOMO energy = -8.2 eV

The geometry in XYZ format:
```
198
Properties=species:S:1:pos:R:3:mulliken_charge:R:1
C 4.806 -8.302 28.776 -0.736
O 3.695 -8.660 29.539 -0.401
C 2.946 -7.519 29.946 0.610
C 2.199 -7.665 31.300 0.030
C 1.592 -9.077 31.219 -0.653
N 1.218 -6.548 31.370 -0.537
H 5.347 -7.572 29.357 0.508
H 4.518 -7.870 27.773 0.201
H 5.435 -9.179 28.673 0.176
H 3.629 -6.652 29.955 0.732
H 2.095 -7.425 29.256 -1.264
H 2.983 -7.598 32.066 0.480
H 2.268 -9.760 30.690 0.182
H 0.585 -8.989 30.758 -0.129
H 1.531 -9.472 32.247 0.420
H 1.015 -6.385 32.354 0.289
H 0.346 -6.868 30.934 0.077
C -2.478 -10.872 30.356 -0.820
O -3.050 -9.744 29.774 -0.383
C -3.220 -9.825 28.344 -0.060
C -4.197 -8.659 28.042 1.089
C -5.576 -8.858 28.614 -1.693
N -4.319 -8.527 26.604 -0.169
H -2.998 -11.803 30.253 0.371
H -2.450 -10.610 31.422 0.374
H -1.496 -11.070 29.949 0.107
H -2.271 -9.681 27.836 -0.425
H -3.820 -10.743 28.079 0.699
H -3.761 -7.725 28.459 -0.585
H -5.648 -9.368 29.553 0.381
H -6.173 -9.445 27.913 0.312
H -6.077 -7.880 28.764 0.414
H -5.064 -7.840 26.436 0.297
H -3.464 -8.242 26.138 -0.228
C -0.811 -13.776 28.199 0.243
O 0.493 -14.008 28.625 -0.532
C 1.491 -14.022 27.710 2.861
C 2.789 -13.932 28.397 0.296
C 2.985 -12.667 29.208 -1.183
N 3.841 -14.118 27.321 -0.537
H -1.345 -13.532 29.138 0.214
H -1.282 -14.734 27.878 0.215
H -0.901 -12.913 27.531 -0.333
H 1.620 -14.987 27.119 -1.236
H 1.377 -13.203 26.987 -1.148
H 2.734 -14.763 29.183 0.031
H 2.101 -12.446 29.849 0.279
H 3.097 -11.861 28.464 -0.042
H 3.904 -12.620 29.822 0.488
H 3.888 -15.146 27.230 0.178
H 4.744 -13.729 27.592 0.257
C 7.176 -10.326 25.981 -0.801
O 5.937 -9.763 25.521 -0.440
C 4.914 -10.706 25.587 0.593
C 4.934 -11.807 24.560 0.507
C 5.264 -11.273 23.174 -1.462
N 3.702 -12.585 24.548 -0.143
H 7.059 -10.928 26.901 0.287
H 7.820 -9.504 26.244 0.334
H 7.716 -10.947 25.288 0.318
H 4.888 -11.034 26.637 0.292
H 3.973 -10.221 25.396 -0.775
H 5.769 -12.502 24.658 0.292
H 4.557 -10.516 22.778 0.105
H 5.348 -12.117 22.504 0.354
H 6.237 -10.805 23.276 0.490
H 2.850 -12.089 24.363 -0.458
H 3.551 -13.199 25.328 0.308
C -0.176 -12.964 24.405 -1.181
O 0.508 -11.858 24.940 1.910
C -0.474 -10.838 25.416 -0.525
C 0.309 -9.673 26.013 1.913
C 0.902 -10.021 27.414 0.628
N -0.608 -8.626 26.135 1.589
H -0.618 -12.754 23.393 0.017
H -0.923 -13.366 25.055 0.661
H 0.570 -13.760 24.204 -0.309
H -1.088 -10.543 24.566 -1.430
H -1.143 -11.308 26.115 0.852
H 1.119 -9.446 25.267 -0.847
H 0.165 -10.411 28.140 -0.577
H 1.368 -9.170 27.876 -0.240
H 1.677 -10.789 27.274 -0.629
H -1.135 -8.393 25.290 -0.597
H -0.224 -7.724 26.463 -0.814
C 1.653 -5.679 26.964 -0.529
O 0.248 -5.944 27.143 -0.111
C -0.250 -5.253 28.373 -1.378
C -1.466 -5.970 28.897 1.261
C -1.998 -5.232 30.089 -1.924
N -1.066 -7.308 29.308 0.559
H 1.991 -6.232 26.066 -0.109
H 2.194 -6.080 27.799 0.210
H 1.772 -4.586 26.919 0.390
H 0.507 -5.261 29.174 0.441
H -0.602 -4.258 28.152 0.404
H -2.131 -5.964 28.069 -0.150
H -1.215 -4.908 30.748 0.443
H -2.648 -5.931 30.666 0.350
H -2.504 -4.348 29.780 0.521
H -1.841 -7.828 29.731 0.158
H -0.808 -7.812 28.458 -0.758
C -3.365 -15.092 24.997 -1.339
O -2.147 -15.766 25.137 -0.307
C -1.608 -15.969 23.838 0.025
C -0.438 -16.920 23.894 -0.321
N 0.672 -16.411 24.670 0.832
C 1.703 -17.438 24.814 -1.187
C 1.596 -18.335 26.064 -0.635
O 2.114 -17.649 27.144 -0.266
C 1.459 -17.777 28.404 -0.850
H -3.941 -15.072 25.909 0.388
H -4.111 -15.607 24.397 0.450
H -3.276 -14.138 24.535 0.607
H -1.247 -15.018 23.453 -0.395
H -2.389 -16.354 23.147 0.577
H -0.079 -17.010 22.838 -0.121
H -0.792 -17.923 24.218 0.285
H 0.404 -16.051 25.605 -0.313
H 2.715 -17.045 24.756 0.394
H 1.729 -18.066 23.922 0.573
H 2.131 -19.297 25.909 0.341
H 0.544 -18.642 26.272 0.359
H 2.101 -17.257 29.132 0.175
H 1.367 -18.822 28.623 0.470
H 0.421 -17.478 28.389 0.305
C 3.173 -15.287 22.377 0.006
O 2.674 -15.451 21.052 -0.492
C 1.483 -14.681 20.843 0.037
C 0.665 -15.363 19.777 -1.229
N 0.000 -16.535 20.373 0.010
C -0.624 -17.354 19.265 -0.836
C -1.105 -18.695 19.693 -0.419
O -0.031 -19.620 19.912 -0.318
C -0.473 -20.949 20.110 -0.772
H 2.477 -15.707 23.093 -0.448
H 3.324 -14.260 22.627 0.332
H 4.134 -15.818 22.461 0.420
H 1.700 -13.705 20.526 0.678
H 0.794 -14.697 21.689 -0.219
H 1.254 -15.604 18.870 0.486
H -0.076 -14.632 19.490 0.417
H 0.591 -17.183 20.925 0.172
H 0.024 -17.339 18.347 0.375
H -1.541 -16.911 18.886 0.363
H -1.694 -18.919 18.798 0.352
H -1.667 -18.686 20.621 0.289
H -0.826 -21.528 19.237 0.276
H -1.183 -20.952 20.930 0.328
H 0.365 -21.499 20.532 0.263
C -1.532 -3.863 21.821 -0.985
O -0.606 -4.904 21.957 -0.286
C 0.523 -4.598 22.800 -0.644
C 1.479 -5.728 22.649 -0.673
N 0.804 -6.985 22.807 0.564
C 1.825 -7.978 22.722 -1.615
C 1.211 -9.374 22.400 0.597
O 0.517 -9.262 21.187 -0.482
C -0.210 -10.390 20.773 -0.398
H -1.861 -3.512 22.779 0.401
H -2.395 -4.201 21.273 0.245
H -1.001 -3.106 21.255 0.350
H 0.147 -4.420 23.801 0.202
H 0.966 -3.655 22.430 0.506
H 2.245 -5.430 23.433 0.224
H 1.919 -5.625 21.640 0.436
H 0.197 -7.134 22.014 0.129
H 2.365 -8.221 23.644 0.409
H 2.496 -7.903 21.882 0.617
H 0.456 -9.774 23.082 -0.383
H 2.076 -10.066 22.358 0.428
H -0.392 -11.120 21.593 -0.108
H 0.385 -10.962 19.994 0.264
H -1.168 -10.085 20.362 0.323
C -2.538 -6.317 24.315 0.354
O -2.509 -7.725 24.087 0.266
C -2.965 -8.056 22.784 -1.480
C -3.021 -9.567 22.765 0.664
N -4.172 -10.002 23.551 -0.212
C -4.257 -11.418 23.731 -0.106
C -5.647 -11.924 24.129 -0.713
O -5.613 -13.416 24.157 -0.198
C -6.665 -14.005 24.913 -0.838
H -3.553 -5.930 24.210 0.488
H -1.811 -5.826 23.647 -0.615
H -2.237 -6.167 25.340 -0.403
H -2.338 -7.635 22.009 0.462
H -4.004 -7.813 22.695 0.465
H -2.014 -9.973 23.086 -0.539
H -3.251 -9.884 21.732 0.636
H -4.170 -9.607 24.473 0.182
H -3.510 -11.828 24.379 -0.359
H -4.045 -11.881 22.762 0.528
H -6.314 -11.564 23.357 0.287
H -5.940 -11.578 25.128 0.265
H -6.576 -15.086 24.790 0.237
H -7.634 -13.690 24.491 0.352
H -6.624 -13.715 25.991 0.320
```

Record 2
Computed, not measured: an isolated molecule of CF3NO in a non-equilibrium geometry, with wB97M-V/def2-TZVPD.

Computed properties:
2S+1 = 1
Frontier orbital gap (alpha / beta) = 8.5910 / 8.4335 eV
HOMO energy (alpha / beta) = -8.4 / -8.3 eV

The geometry in XYZ format:
```
6
Properties=species:S:1:pos:R:3:nbo_charge:R:1
C 0.338 -0.340 -0.700 1.024
N -1.026 0.067 1.379 0.073
O -0.527 -0.537 0.219 -0.317
F 0.516 -1.151 -1.722 -0.253
F 0.980 0.790 -0.654 -0.261
F -0.281 1.171 1.477 -0.267
```

Record 3
Computed, not measured: a cluster of 2 separate species, C3H10O2P2 in total in a non-equilibrium geometry, with wB97M-V/def2-TZVPD.

Computed properties:
2S+1 = 1
Frontier orbital gap = 8.6220 eV
HOMO energy = -8.0 eV

The geometry in XYZ format:
```
17
Properties=species:S:1:pos:R:3:nbo_charge:R:1
P 0.627 1.202 -2.595 0.022
P -0.807 1.875 -1.095 0.004
H 0.957 0.056 -1.951 -0.030
H 1.936 1.709 -2.172 0.004
H -0.420 3.281 -1.074 0.009
H -1.662 1.850 -2.172 -0.007
C 1.447 -0.943 0.697 -0.659
C 0.015 -1.286 0.956 0.215
O -0.204 -2.654 1.029 -0.676
C -0.877 -0.321 1.097 0.009
O -2.210 -0.484 1.482 -0.714
H 2.009 -0.385 1.504 0.224
H 1.442 -0.293 -0.158 0.220
H 1.951 -1.900 0.355 0.235
H -1.137 -2.767 1.008 0.482
H -0.542 0.747 1.251 0.182
H -2.527 0.312 1.839 0.480
```

The calculation returns the following ΔE to the lowest compared entry with this formula, charge and spin values, one per record and in order: 346.6 248.1 184.1 kJ/mol.